Entry 1:
{
  "formula": "C37H95N4O10",
  "method": "ωB97M-V/def2-TZVPD",
  "homo_lumo_gap_ev": 6.83,
  "homo_energy_ev": -11.34,
  "multiplicity": 1,
  "energy_ha": -2437.7819,
  "total_charge": 1,
  "lumo_ha": -0.166,
  "elements": ["C", "N", "C", "C", "N", "C", "N", "N", "C", "C", "C", "C", "C", "C", "C", "C", "C", "C", "C", "C", "C", "C", "O", "C", "H", "H", "H", "H", "H", "H", "H", "H", "H", "H", "H", "H", "H", "H", "H", "H", "H", "H", "H", "H", "H", "H", "H", "H", "H", "H", "H", "H", "H", "H", "H", "H", "H", "H", "H", "H", "H", "H", "H", "H", "H", "C", "C", "O", "H", "H", "H", "H", "H", "H", "C", "C", "O", "H", "H", "H", "H", "H", "H", "C", "C", "O", "H", "H", "H", "H", "H", "H", "C", "C", "O", "H", "H", "H", "H", "H", "H", "C", "C", "O", "H", "H", "H", "H", "H", "H", "C", "C", "O", "H", "H", "H", "H", "H", "H", "C", "C", "O", "H", "H", "H", "H", "H", "H", "C", "C", "O", "H", "H", "H", "H", "H", "H", "C", "C", "O", "H", "H", "H", "H", "H", "H"],
  "positions_angstrom": [[5.857, -1.874, 3.779], [5.185, -3.126, 3.389], [5.062, -3.340, 1.958], [3.748, -2.816, 1.317], [3.993, -2.063, 0.057], [3.384, -2.621, -1.049], [2.727, -1.799, -1.835], [3.413, -3.987, -1.322], [3.070, -4.794, -0.106], [2.682, -3.896, 1.074], [2.398, -4.727, 2.326], [0.988, -5.373, 2.295], [-0.033, -4.546, 3.091], [-0.173, -3.181, 2.424], [-1.286, -2.279, 2.934], [-1.172, -0.827, 2.413], [-0.466, -0.722, 1.059], [-0.474, 0.700, 0.491], [0.279, 1.730, 1.338], [1.605, 1.266, 1.950], [2.796, 1.429, 1.009], [4.128, 1.063, 1.683], [4.790, 2.205, 2.177], [5.532, 2.920, 1.210], [6.521, -1.519, 2.993], [6.472, -2.064, 4.659], [5.161, -1.081, 4.063], [4.277, -3.146, 3.833], [5.928, -2.888, 1.471], [5.123, -4.417, 1.774], [3.312, -2.119, 2.041], [4.982, -1.969, -0.170], [2.231, -1.026, -1.406], [2.746, -1.864, -2.845], [4.357, -4.261, -1.591], [2.216, -5.427, -0.341], [3.897, -5.436, 0.193], [1.748, -3.411, 0.768], [3.145, -5.521, 2.401], [2.452, -4.106, 3.221], [0.648, -5.395, 1.255], [1.028, -6.400, 2.657], [0.317, -4.441, 4.121], [-0.978, -5.094, 3.096], [-0.252, -3.336, 1.345], [0.771, -2.647, 2.597], [-1.224, -2.261, 4.023], [-2.258, -2.709, 2.678], [-0.602, -0.265, 3.156], [-2.177, -0.419, 2.310], [-0.998, -1.362, 0.345], [0.573, -1.064, 1.109], [-0.136, 0.659, -0.550], [-1.517, 1.024, 0.450], [0.515, 2.581, 0.690], [-0.361, 2.138, 2.121], [1.809, 1.899, 2.819], [1.575, 0.241, 2.333], [2.873, 2.492, 0.768], [2.665, 0.889, 0.064], [4.771, 0.505, 0.988], [3.964, 0.425, 2.557], [5.038, 3.860, 0.953], [5.688, 2.354, 0.286], [6.516, 3.173, 1.608], [-0.057, 5.321, -0.991], [1.304, 5.664, -0.419], [2.208, 4.551, -0.517], [-0.486, 4.464, -0.468], [-0.741, 6.165, -0.901], [0.024, 5.057, -2.049], [1.226, 5.910, 0.638], [1.731, 6.524, -0.943], [2.290, 4.330, -1.451], [-3.979, 0.906, -3.235], [-2.973, 1.031, -2.108], [-3.529, 1.681, -0.967], [-4.344, 1.886, -3.548], [-3.535, 0.411, -4.100], [-4.841, 0.322, -2.905], [-2.115, 1.626, -2.418], [-2.614, 0.036, -1.815], [-4.282, 1.159, -0.669], [5.040, 5.760, -2.850], [5.723, 5.467, -1.524], [5.056, 6.095, -0.440], [5.014, 6.836, -3.028], [5.561, 5.283, -3.681], [4.007, 5.401, -2.840], [6.745, 5.842, -1.536], [5.756, 4.385, -1.345], [4.160, 5.736, -0.414], [-3.889, -8.007, 2.300], [-3.683, -6.511, 2.169], [-4.603, -5.927, 1.250], [-3.779, -8.492, 1.329], [-3.169, -8.444, 2.994], [-4.894, -8.228, 2.665], [-2.683, -6.297, 1.789], [-3.791, -6.023, 3.144], [-5.492, -6.101, 1.573], [-0.619, 1.234, 6.534], [-1.893, 0.933, 5.769], [-2.089, -0.470, 5.590], [0.244, 0.815, 6.014], [-0.473, 2.309, 6.644], [-0.652, 0.789, 7.531], [-1.851, 1.363, 4.769], [-2.759, 1.359, 6.285], [-2.148, -0.873, 6.462], [2.958, 10.264, -4.142], [2.395, 9.901, -2.781], [1.961, 8.542, -2.731], [2.210, 10.098, -4.918], [3.267, 11.309, -4.171], [3.825, 9.643, -4.380], [1.522, 10.509, -2.552], [3.144, 10.072, -2.000], [2.725, 7.988, -2.919], [-3.943, -4.874, -2.801], [-4.242, -3.484, -2.276], [-5.462, -3.457, -1.546], [-4.751, -5.221, -3.444], [-3.012, -4.896, -3.371], [-3.862, -5.582, -1.972], [-4.354, -2.773, -3.096], [-3.430, -3.132, -1.624], [-5.365, -4.070, -0.808], [-4.706, 5.350, -2.991], [-5.447, 5.303, -1.668], [-6.117, 4.061, -1.479], [-5.397, 5.185, -3.819], [-4.214, 6.313, -3.133], [-3.946, 4.565, -3.032], [-6.215, 6.074, -1.631], [-4.752, 5.474, -0.839], [-5.448, 3.368, -1.494], [-8.058, -4.785, -6.418], [-6.721, -4.559, -5.738], [-6.013, -5.780, -5.536], [-8.674, -5.463, -5.827], [-8.596, -3.845, -6.547], [-7.919, -5.239, -7.402], [-6.863, -4.122, -4.750], [-6.106, -3.873, -6.331], [-5.863, -6.182, -6.397]]
}

=====

Entry 2:
{
  "formula": "C5H9HfNSi",
  "method": "ωB97M-V/def2-TZVPD",
  "homo_lumo_gap_ev": 4.24,
  "homo_energy_ev": -25.53,
  "multiplicity": 1,
  "energy_ha": -585.7307,
  "total_charge": 4,
  "lumo_ha": -0.782,
  "elements": ["C", "C", "C", "Si", "C", "C", "N", "H", "H", "H", "H", "H", "H", "H", "H", "H", "Hf"],
  "positions_angstrom": [[-3.015, -1.758, 1.354], [-2.409, -1.088, 0.510], [-1.795, -0.366, -0.487], [-0.362, 0.873, 0.351], [1.243, 0.721, -0.790], [2.541, 0.458, 0.042], [2.413, 0.971, 1.150], [-3.565, -2.366, 2.068], [-2.551, 0.178, -1.073], [-1.180, -1.178, -1.278], [-0.093, 0.471, 1.731], [-0.916, 2.230, 0.181], [1.159, -0.173, -1.593], [1.376, 1.603, -1.432], [3.405, -0.064, -0.376], [3.191, 1.061, 1.822], [0.387, -1.751, -2.041]]
}

=====

Entry 3:
{
  "formula": "C5H12O",
  "method": "ωB97M-V/def2-TZVPD",
  "homo_lumo_gap_ev": 10.57,
  "homo_energy_ev": -9.61,
  "multiplicity": 1,
  "energy_ha": -272.9114,
  "e_above_lowest_kj_mol": 97.81,
  "lumo_ha": 0.035,
  "smiles": "COC(C)(C)C",
  "elements": ["C", "O", "C", "C", "C", "C", "H", "H", "H", "H", "H", "H", "H", "H", "H", "H", "H", "H"],
  "positions_angstrom": [[-0.533, -0.721, -1.842], [-0.245, -1.192, -0.557], [0.055, -0.117, 0.315], [1.147, 0.904, -0.324], [-1.231, 0.644, 0.683], [0.638, -0.786, 1.577], [0.229, 0.031, -2.061], [-1.524, -0.248, -1.900], [-0.473, -1.565, -2.527], [1.072, 1.380, -1.327], [1.171, 1.772, 0.332], [2.135, 0.429, -0.340], [-1.609, 1.211, -0.173], [-2.033, -0.029, 1.022], [-1.020, 1.345, 1.496], [-0.130, -1.142, 2.282], [1.242, -1.656, 1.299], [1.267, -0.073, 2.113]]
}

=====

Entry 4:
{
  "formula": "CH2F3OPS",
  "method": "ωB97M-V/def2-TZVPD",
  "homo_lumo_gap_ev": 9.34,
  "homo_energy_ev": -9.81,
  "multiplicity": 1,
  "energy_ha": -1153.5642,
  "e_above_lowest_kj_mol": 322.51,
  "lumo_ha": -0.017,
  "smiles": "O=S(#[PH2])C(F)(F)F",
  "elements": ["C", "O", "F", "F", "F", "P", "S", "H", "H"],
  "positions_angstrom": [[1.021, 0.455, -0.847], [0.869, -0.982, 1.591], [0.441, 0.827, -1.994], [2.254, 0.074, -1.120], [1.038, 1.501, -0.047], [-1.468, 0.180, 0.865], [0.050, -0.967, -0.114], [-1.734, -0.886, 1.710], [-2.471, -0.203, -0.045]]
}

=====

Entry 5:
{
  "formula": "C23H33N3O5",
  "method": "ωB97M-V/def2-TZVPD",
  "homo_lumo_gap_ev": 8.60,
  "homo_energy_ev": -7.85,
  "multiplicity": 1,
  "energy_ha": -1436.7853,
  "e_above_lowest_kj_mol": 17.61,
  "lumo_ha": 0.027,
  "smiles": "CCOc1cc2[nH]c(=O)n(CCCCCC(=O)NC3CCCC3)c(=O)c2cc1OCC",
  "elements": ["C", "C", "H", "H", "O", "C", "C", "C", "C", "C", "C", "O", "C", "C", "H", "H", "H", "H", "H", "H", "C", "O", "N", "C", "O", "N", "H", "C", "C", "C", "C", "H", "H", "C", "C", "O", "N", "H", "C", "H", "C", "H", "C", "C", "H", "C", "H", "H", "H", "H", "H", "H", "H", "H", "H", "H", "H", "H", "H", "H", "H", "H", "H", "H"],
  "positions_angstrom": [[3.863, 4.352, -1.979], [3.399, 2.906, -2.054], [3.982, 2.283, -1.367], [3.522, 2.518, -3.071], [2.029, 2.895, -1.686], [1.294, 1.759, -1.621], [-0.029, 1.974, -1.253], [-0.928, 0.927, -1.115], [-0.487, -0.376, -1.343], [0.837, -0.599, -1.722], [1.736, 0.436, -1.877], [3.051, 0.255, -2.235], [3.486, -1.015, -2.679], [2.980, -1.364, -4.074], [3.403, -2.315, -4.387], [1.896, -1.441, -4.087], [3.280, -0.594, -4.781], [4.577, -0.925, -2.691], [3.214, -1.794, -1.957], [1.121, -1.627, -1.877], [-1.388, -1.504, -1.142], [-1.065, -2.666, -1.316], [-2.667, -1.168, -0.721], [-3.128, 0.119, -0.512], [-4.262, 0.354, -0.156], [-2.242, 1.126, -0.784], [-2.553, 2.055, -0.539], [-3.593, -2.249, -0.404], [-3.801, -2.377, 1.105], [-2.506, -2.726, 1.841], [-2.520, -2.291, 3.307], [-1.676, -2.759, 3.822], [-3.437, -2.642, 3.786], [-2.427, -0.767, 3.467], [-1.176, -0.214, 2.801], [-1.206, 0.375, 1.738], [-0.045, -0.441, 3.502], [-0.126, -0.962, 4.359], [1.294, -0.072, 3.083], [1.969, -0.365, 3.895], [1.756, -0.733, 1.781], [0.988, -0.587, 1.021], [3.007, 0.066, 1.435], [2.672, 1.513, 1.836], [2.416, 2.105, 0.959], [1.464, 1.424, 2.783], [1.603, 2.006, 3.693], [0.565, 1.775, 2.280], [3.524, 1.988, 2.322], [3.851, -0.302, 2.024], [3.271, -0.016, 0.383], [1.947, -1.799, 1.894], [-2.424, -0.508, 4.528], [-3.286, -0.289, 2.997], [-2.338, -3.804, 1.784], [-1.662, -2.242, 1.348], [-4.556, -3.144, 1.288], [-4.197, -1.427, 1.462], [-3.161, -3.161, -0.819], [-4.548, -2.029, -0.888], [-0.336, 2.991, -1.065], [3.737, 4.732, -0.969], [3.277, 4.968, -2.656], [4.912, 4.417, -2.256]]
}